# 1
60
Properties=species:S:1:pos:R:3:lowdin_charge:R:1 method="wB97M-V/def2-TZVPD" charge=0 smiles="CCn1cc(CN2CCC(n3nccc3NC(=O)C3CCCC3)CC2)c(C)n1" total_energy_ev=-33284.8886 relative_energy_ev=0.000 homo_ev=-8.56
C -5.45 -2.75 2.02 -0.08
C -6.19 -1.94 0.95 -0.20
N -5.33 -0.97 0.34 -0.18
C -4.44 -1.16 -0.66 -0.02
C -3.81 0.04 -0.88 -0.18
C -2.75 0.38 -1.88 -0.15
N -1.58 0.94 -1.22 -0.17
C -0.66 1.57 -2.15 -0.19
C 0.42 2.32 -1.37 -0.13
C 1.18 1.35 -0.48 -0.27
N 2.18 2.05 0.30 -0.05
N 2.08 3.36 0.50 0.08
C 3.06 3.69 1.32 -0.15
C 3.82 2.57 1.66 -0.01
C 3.22 1.53 0.98 -0.24
N 3.57 0.18 1.03 0.16
C 3.76 -0.66 -0.03 -0.43
O 3.54 -0.34 -1.18 0.08
C 4.21 -2.05 0.40 -0.22
C 3.03 -2.81 1.04 -0.15
C 2.47 -3.65 -0.10 -0.19
C 3.73 -4.14 -0.80 -0.19
C 4.63 -2.90 -0.82 -0.14
C 0.18 0.64 0.44 -0.10
C -0.89 -0.04 -0.40 -0.18
C -4.39 0.92 0.06 -0.30
C -4.08 2.36 0.25 -0.03
N -5.30 0.29 0.78 0.13
H -4.61 -3.29 1.57 0.07
H -6.12 -3.46 2.49 0.07
H -5.05 -2.08 2.78 0.07
H -7.01 -1.39 1.41 0.12
H -6.58 -2.61 0.18 0.12
H -4.33 -2.11 -1.14 0.13
H -3.14 1.14 -2.56 0.13
H -2.50 -0.52 -2.47 0.13
H -0.19 0.82 -2.81 0.13
H -1.22 2.27 -2.77 0.12
H 1.10 2.81 -2.07 0.12
H -0.05 3.09 -0.75 0.11
H 1.69 0.61 -1.11 0.13
H 3.18 4.71 1.62 0.10
H 4.67 2.53 2.31 0.09
H 3.93 -0.12 1.92 0.15
H 5.03 -1.94 1.11 0.14
H 2.28 -2.13 1.47 0.10
H 3.39 -3.46 1.83 0.12
H 1.83 -4.46 0.25 0.11
H 1.89 -3.02 -0.78 0.11
H 3.53 -4.52 -1.81 0.11
H 4.19 -4.94 -0.22 0.11
H 5.69 -3.16 -0.79 0.11
H 4.45 -2.32 -1.72 0.11
H -0.29 1.38 1.09 0.13
H 0.69 -0.10 1.06 0.10
H -0.43 -0.83 -1.03 0.13
H -1.63 -0.51 0.25 0.12
H -4.51 2.71 1.19 0.07
H -3.00 2.50 0.26 0.06
H -4.49 2.95 -0.57 0.08

---

# 2
18
Properties=species:S:1:pos:R:3:lowdin_charge:R:1 method="wB97M-V/def2-TZVPD" charge=0 smiles="C=CC(=C)CCC=O" total_energy_ev=-9465.5893 relative_energy_ev=2.971 homo_ev=-9.71
C 0.69 -0.61 2.46 0.03
C -0.33 0.13 1.94 -0.13
C -0.73 0.20 0.52 -0.35
C -1.56 -0.73 0.10 0.06
C -0.11 1.23 -0.40 -0.15
C 1.00 0.45 -1.21 -0.15
C 0.40 -0.41 -2.29 -0.26
O 1.13 -1.07 -3.04 0.02
H 0.56 -0.81 3.42 -0.01
H 1.57 -1.02 1.95 0.07
H -1.01 0.46 2.77 0.12
H -1.78 -0.73 -1.00 0.06
H -2.05 -1.55 0.56 0.06
H -0.81 1.83 -1.07 0.13
H 0.36 2.07 0.17 0.12
H 1.76 -0.13 -0.63 0.13
H 1.60 1.24 -1.87 0.16
H -0.67 -0.54 -2.38 0.09